{
  "formula": "C46H35CuFN6O4P",
  "method": "wB97M-V/def2-TZVPD",
  "charge": -1,
  "molar_mass_g_mol": 849.34,
  "gap_ev": [6.8, 6.7],
  "relative_energy_ev": 0.589,
  "spin_multiplicity": 2,
  "symbols": ["Cu", "C", "C", "C", "C", "C", "C", "C", "F", "C", "C", "C", "O", "C", "C", "N", "C", "C", "O", "O", "H", "H", "H", "H", "H", "H", "H", "H", "H", "H", "H", "C", "C", "C", "C", "C", "C", "N", "N", "C", "C", "C", "C", "C", "C", "H", "H", "H", "H", "H", "H", "H", "H", "H", "O", "P", "C", "C", "C", "C", "C", "C", "C", "C", "C", "C", "C", "C", "C", "C", "C", "C", "C", "C", "H", "H", "H", "H", "H", "H", "H", "H", "H", "H", "H", "H", "H", "H", "H", "N", "C", "N", "C", "N"],
  "coordinates": [[0.316, -0.276, 0.463], [4.848, -1.889, -5.128], [4.112, -3.140, -4.670], [5.100, -4.251, -4.347], [4.366, -5.511, -3.926], [3.452, -5.211, -2.770], [3.113, -6.187, -1.861], [2.263, -5.894, -0.801], [1.964, -6.888, 0.061], [1.740, -4.648, -0.617], [2.075, -3.640, -1.529], [1.496, -2.302, -1.328], [0.738, -2.119, -0.362], [1.848, -1.323, -2.305], [2.689, -1.674, -3.314], [3.258, -2.884, -3.487], [2.933, -3.912, -2.601], [1.313, 0.103, -2.342], [1.619, 0.783, -3.323], [0.580, 0.476, -1.375], [5.590, -2.178, -5.873], [5.367, -1.418, -4.292], [4.194, -1.151, -5.588], [3.457, -3.486, -5.478], [5.765, -3.913, -3.547], [5.713, -4.436, -5.229], [5.065, -6.302, -3.650], [3.780, -5.887, -4.771], [3.506, -7.192, -1.960], [1.080, -4.413, 0.207], [2.907, -0.904, -4.039], [-4.713, -2.481, -1.901], [-4.836, -2.963, -0.603], [-3.867, -2.678, 0.343], [-2.772, -1.902, -0.020], [-2.648, -1.406, -1.311], [-3.620, -1.704, -2.253], [-1.730, -1.542, 0.881], [-1.633, -2.235, 1.899], [-0.541, -1.859, 2.742], [-0.569, -2.398, 4.026], [0.432, -2.066, 4.925], [1.448, -1.208, 4.519], [1.460, -0.692, 3.226], [0.472, -1.008, 2.295], [-5.485, -2.693, -2.630], [-5.701, -3.553, -0.326], [-3.948, -3.036, 1.360], [-1.802, -0.773, -1.550], [-3.536, -1.303, -3.255], [-1.383, -3.059, 4.300], [0.420, -2.467, 5.931], [2.234, -0.937, 5.215], [2.256, -0.007, 2.949], [0.189, 1.578, 1.194], [-0.698, 2.780, 1.347], [-2.089, 2.550, 2.477], [-1.992, 1.466, 3.345], [-2.999, 1.228, 4.268], [-4.105, 2.065, 4.325], [-4.202, 3.142, 3.452], [-3.195, 3.387, 2.531], [-0.994, 3.847, -0.080], [-1.445, 5.150, 0.105], [-1.614, 5.987, -0.989], [-1.289, 5.536, -2.260], [-0.797, 4.249, -2.437], [-0.661, 3.395, -1.353], [0.368, 3.931, 2.327], [1.475, 4.493, 1.689], [2.369, 5.291, 2.383], [2.171, 5.545, 3.736], [1.078, 4.992, 4.382], [0.184, 4.188, 3.682], [-1.135, 0.806, 3.285], [-2.920, 0.377, 4.933], [-4.898, 1.872, 5.036], [-5.075, 3.782, 3.472], [-3.304, 4.207, 1.831], [-1.644, 5.527, 1.102], [-1.988, 6.992, -0.843], [-1.414, 6.191, -3.114], [-0.524, 3.896, -3.424], [-0.291, 2.386, -1.487], [1.639, 4.301, 0.634], [3.222, 5.716, 1.868], [2.867, 6.172, 4.280], [0.915, 5.181, 5.436], [-0.662, 3.761, 4.206], [-6.370, 3.199, -0.669], [-5.590, 2.337, -0.661], [-4.785, 1.295, -0.686], [-3.551, 1.414, -0.310], [-2.429, 1.427, 0.010]],
  "forces_ev_per_angstrom": [[-0.20, 0.04, 0.11], [0.00, 0.00, -0.01], [-0.02, 0.01, 0.02], [0.00, 0.00, 0.01], [0.00, 0.00, 0.00], [0.01, 0.02, -0.01], [-0.01, -0.02, 0.01], [0.01, -0.02, 0.00], [0.00, 0.00, 0.01], [-0.01, 0.02, 0.00], [0.00, -0.01, -0.02], [-0.09, 0.02, -0.03], [0.16, -0.14, 0.07], [0.02, 0.02, 0.00], [0.01, -0.01, 0.00], [0.01, 0.01, -0.02], [0.00, 0.00, 0.00], [-0.03, -0.02, -0.08], [-0.01, 0.00, 0.05], [-0.02, -0.13, 0.15], [-0.01, 0.00, -0.01], [0.00, -0.01, 0.00], [0.00, 0.00, 0.01], [0.01, -0.02, -0.01], [0.00, -0.01, 0.00], [0.00, 0.00, -0.01], [0.00, 0.00, 0.01], [0.00, -0.01, 0.00], [0.00, 0.00, 0.00], [0.00, 0.00, -0.01], [0.01, 0.00, -0.01], [-0.01, 0.00, 0.00], [0.00, -0.01, 0.01], [0.00, 0.01, -0.03], [-0.03, -0.01, -0.01], [0.00, -0.03, -0.05], [0.02, 0.00, 0.01], [0.13, -0.03, -0.17], [-0.09, 0.01, 0.04], [0.01, -0.02, 0.02], [0.03, 0.02, -0.01], [0.00, 0.00, -0.01], [0.00, 0.00, 0.01], [-0.01, 0.02, -0.01], [0.04, 0.06, -0.08], [0.00, 0.00, 0.00], [0.00, 0.00, 0.00], [0.00, 0.01, 0.01], [-0.02, 0.00, 0.01], [0.00, 0.00, 0.01], [0.00, 0.00, 0.00], [0.00, 0.00, 0.00], [-0.01, 0.00, 0.00], [0.00, -0.01, 0.00], [-0.07, 0.13, -0.26], [0.59, 0.50, 0.65], [-0.04, -0.14, -0.15], [0.02, 0.06, 0.02], [-0.02, 0.00, 0.01], [0.03, -0.01, -0.02], [0.00, 0.01, 0.02], [-0.05, 0.04, -0.07], [-0.10, -0.18, -0.06], [0.02, 0.04, 0.02], [0.00, 0.01, 0.02], [0.01, -0.02, 0.00], [-0.01, 0.03, 0.01], [-0.01, 0.02, 0.02], [-0.04, -0.05, 0.01], [0.02, -0.01, -0.03], [-0.01, 0.00, 0.00], [-0.01, -0.01, -0.01], [0.00, -0.01, -0.01], [-0.03, 0.01, 0.01], [0.00, -0.01, 0.00], [0.00, 0.00, 0.00], [0.00, 0.00, 0.00], [0.00, -0.01, -0.01], [-0.01, -0.06, 0.02], [-0.01, -0.01, -0.02], [0.00, 0.00, -0.01], [0.00, 0.00, 0.00], [0.00, 0.00, 0.00], [-0.01, -0.02, 0.00], [-0.01, -0.01, 0.01], [0.00, 0.00, 0.00], [0.00, 0.00, 0.00], [0.00, 0.00, 0.00], [-0.02, -0.01, -0.02], [0.00, 0.00, 0.01], [0.06, 0.00, 0.02], [-0.12, -0.06, -0.03], [0.03, 0.13, 0.04], [-0.13, -0.12, -0.15]]
}